This record from the OMol25 dataset describes a 5-piece molecular cluster, H8IO4 overall in a non-equilibrium geometry. The level of theory is ωB97M-V/def2-TZVPD.

Summary:
Multiplicity: 1
Electronic energy (hartree): -603.55800
Net charge: -1
Frontier orbital gap (eV): 8.12
Relative energy (zero: lowest compared OMol25 entry of this formula, charge and spin) (kJ/mol): 59.1

XYZ file:
```
13
Properties=species:S:1:pos:R:3:forces:R:3:lowdin_charge:R:1
I 0.116000 -1.992077 -0.195000 0.3 -0.5 -0.1 -0.030
O 2.233000 0.655923 0.787000 -0.3 1.0 -1.2 -0.106
O -2.043000 0.605923 -0.342000 -2.4 0.5 -0.7 -0.114
O -0.684000 0.279923 2.372000 0.2 -0.1 0.7 -0.128
O -0.053000 0.177923 -3.243000 0.5 2.2 -1.8 -0.055
H 0.212000 -0.315077 -2.516000 1.2 -1.3 2.7 -0.122
H 1.842000 -0.204077 0.612000 -0.2 -0.5 0.0 -0.143
H -0.396000 -0.464077 1.823000 -0.2 -0.1 -0.6 -0.141
H -1.717000 -0.265077 -0.512000 0.7 -0.8 0.0 -0.160
H -0.138000 0.129923 3.153000 -0.1 0.3 0.1 0.020
H -1.355000 1.110923 0.033000 1.4 0.5 0.7 -0.013
H -0.765000 -0.340077 -3.539000 -1.6 -0.8 -0.9 0.000
H 2.748000 0.619923 1.567000 0.6 -0.4 1.1 -0.008
```
Forces are in eV/Å.



This record from the OMol25 dataset describes H8LiO4 as an isolated structure in a non-equilibrium geometry. The level of theory is ωB97M-V/def2-TZVPD.

Summary:
Multiplicity: 1
Electronic energy (hartree): -313.11278
Net charge: +1
Frontier orbital gap (eV): 12.75
Relative energy (zero: lowest compared OMol25 entry of this formula, charge and spin) (kJ/mol): 154.5

XYZ file:
```
13
Properties=species:S:1:pos:R:3:forces:R:3:lowdin_charge:R:1
O 1.779820 0.728418 -0.552980 -3.8 -1.9 -3.9 -0.027
O 0.017235 -2.124106 0.263017 -5.5 3.8 7.1 0.034
O -0.597101 0.814413 1.855064 -1.7 -0.5 0.3 -0.172
O -1.096421 0.365148 -1.680588 1.7 -2.4 1.5 -0.025
Li -0.023439 -0.008560 0.023479 0.0 -0.3 0.3 0.746
H -1.212263 1.267476 -1.777189 -0.9 2.7 -0.7 0.026
H 2.279777 1.144444 0.049304 3.1 2.5 3.4 -0.006
H 0.501564 -2.455002 -0.326932 6.2 -3.5 -8.7 -0.069
H -1.755989 -0.138749 -2.131617 -0.7 -0.2 -0.5 0.069
H 1.528007 1.389223 -1.234180 0.6 -0.6 0.5 0.092
H 0.016824 1.312081 2.472472 -2.0 -1.0 -0.5 0.092
H 0.138274 -2.848192 0.872458 -0.7 0.0 1.4 0.088
H -1.576287 0.553405 2.167693 3.8 1.4 -0.2 0.151
```
Forces are in eV/Å.



This record from the OMol25 dataset describes a 4-piece molecular cluster, H8O4 overall in a non-equilibrium geometry. The level of theory is ωB97M-V/def2-TZVPD.

Summary:
Multiplicity: 2
Electronic energy (hartree): -305.72872
Net charge: -1
Frontier orbital gap (spin up / spin down) (eV): 3.24 / 11.02
Relative energy (zero: lowest compared OMol25 entry of this formula, charge and spin) (kJ/mol): 15.4

XYZ file:
```
12
Properties=species:S:1:pos:R:3:forces:R:3:lowdin_charge:R:1
O -15.976455 -19.565314 23.937389 0.2 0.8 -0.1 -0.135
O -15.402476 -16.992118 25.541890 0.0 0.5 0.4 -0.095
O -18.859426 -21.404467 23.737879 -0.9 0.8 -0.8 -0.189
O -17.064726 -22.379447 25.415365 0.1 1.0 -0.8 -0.376
H -18.248787 -21.695254 24.415218 0.5 -0.4 0.8 -0.075
H -15.385554 -20.238526 23.599964 0.1 -0.3 0.1 0.012
H -17.227084 -23.320906 25.355867 -0.1 -1.3 0.0 -0.070
H -14.751759 -16.675407 24.915396 0.1 0.0 -0.1 0.017
H -16.751281 -22.246033 26.309897 0.3 0.1 1.0 -0.052
H -18.894064 -22.132510 23.117408 0.1 -0.2 -0.1 -0.011
H -16.724563 -20.053258 24.281602 -0.4 -0.4 0.1 -0.009
H -15.782603 -17.764464 25.123302 -0.1 -0.6 -0.3 -0.016
```
Forces are in eV/Å.



This record from the OMol25 dataset describes a 4-piece molecular cluster, H8O4 overall in a non-equilibrium geometry. The level of theory is ωB97M-V/def2-TZVPD.

Summary:
Multiplicity: 1
Electronic energy (hartree): -305.73613
Net charge: 0
Frontier orbital gap (eV): 11.01
Relative energy (zero: lowest compared OMol25 entry of this formula, charge and spin) (kJ/mol): 113.1
SMILES: O.O.O.O

XYZ file:
```
12
Properties=species:S:1:pos:R:3:forces:R:3:lowdin_charge:R:1
O 6.680668 -47.737746 -2.264084 2.4 -1.7 4.8 0.025
O 6.287075 -50.581400 -2.721570 -0.4 -0.1 -0.8 -0.050
O 5.902321 -47.518919 0.613720 0.7 1.4 0.1 -0.094
O 9.075762 -48.488369 -3.613462 -0.5 0.8 0.8 -0.022
H 5.694599 -50.634765 -3.479891 -0.1 -0.9 -0.1 0.036
H 8.827175 -47.875939 -4.306805 0.2 0.0 -0.4 0.054
H 9.462123 -49.254016 -4.011183 0.2 -0.7 -0.5 0.048
H 6.070991 -47.391610 -2.792428 -3.5 2.2 -3.8 -0.008
H 6.300786 -49.628228 -2.685211 0.4 0.7 0.9 -0.028
H 6.122095 -47.551584 -0.334937 0.0 -0.1 0.3 -0.013
H 7.449360 -48.091721 -2.675117 1.2 -0.3 -1.0 -0.002
H 6.308329 -46.662922 0.917124 -0.6 -1.4 -0.4 0.055
```
Forces are in eV/Å.